{"formula": "C5H8NO4S2", "method": "ωB97M-V/def2-TZVPD", "charge": -1, "orbital_gap_ev": 7.3, "energy_ha": -1347.384277, "fmax_ev_per_a": 4.94, "e_lumo_ev": 3.14, "smiles": "CN(C)C(=S)S1(=O)([O-])CC(=O)O1", "species": ["S", "S", "O", "O", "O", "O", "N", "C", "C", "C", "C", "C", "H", "H", "H", "H", "H", "H", "H", "H"], "coordinates": [[0.491, 1.345, 0.072], [-1.108, -0.994, 1.814], [1.305, 3.138, 0.537], [-0.287, 1.920, -0.981], [0.744, 4.068, 2.565], [1.786, 0.759, -0.107], [-0.336, -1.538, -0.734], [0.233, -1.040, -1.964], [-0.769, -2.877, -0.731], [-0.450, -0.677, 0.315], [-0.016, 1.860, 1.896], [0.862, 3.184, 1.745], [-1.821, -2.830, -0.824], [-0.475, -3.452, 0.163], [0.291, 1.068, 2.603], [-0.416, -3.442, -1.601], [-0.020, -1.655, -2.722], [-0.998, 2.112, 1.783], [-0.324, -0.110, -2.098], [1.308, -0.839, -1.732]], "atomic_forces_ev_per_a": [[-1.127, -1.763, 2.777], [-0.023, -0.716, -0.700], [0.674, 0.751, 0.551], [-0.518, 0.204, -0.638], [1.016, 0.587, 0.261], [0.966, -0.122, -0.291], [0.657, 1.673, 1.831], [0.842, 3.149, 3.021], [0.189, -1.584, 0.432], [0.323, 0.694, -0.761], [4.614, -0.363, -1.722], [-2.568, -1.706, -0.672], [-1.506, -0.591, 0.246], [-0.238, 0.455, -0.136], [-0.553, 0.745, -0.379], [0.248, 0.370, 0.079], [-0.236, -2.182, -2.556], [-2.740, 0.315, 0.341], [0.729, 0.249, -0.606], [-0.748, -0.164, -1.076]], "nbo_charge": [2.116, -0.301, -0.709, -0.959, -0.672, -0.968, -0.450, -0.427, -0.413, -0.087, -0.621, 0.769, 0.194, 0.214, 0.255, 0.188, 0.182, 0.221, 0.233, 0.235]}



{"formula": "C5H8NOS", "method": "ωB97M-V/def2-TZVPD", "charge": 1, "orbital_gap_ev": [7.0, 6.8], "relative_energy_kj_mol": 0.00, "energy_ha": -723.069505, "multiplicity": 3, "fmax_ev_per_a": 4.84, "e_lumo_ev": [-3.76, -8.38], "species": ["S", "O", "N", "C", "C", "C", "C", "C", "H", "H", "H", "H", "H", "H", "H", "H"], "coordinates": [[1.359, -3.014, -1.064], [-1.570, -0.037, 0.879], [0.228, -0.978, -0.130], [-0.775, 0.122, -0.171], [-0.088, 1.469, -0.103], [0.114, -1.918, -1.062], [1.194, -1.297, 0.770], [1.988, -2.289, 0.346], [0.677, 1.381, 0.657], [0.558, 1.621, -0.914], [-0.610, -1.903, -1.871], [-1.388, -0.180, -1.008], [-1.245, 0.649, 1.522], [-0.900, 2.153, 0.214], [2.814, -2.746, 0.954], [1.420, -0.661, 1.559]], "atomic_forces_ev_per_a": [[3.563, -3.184, -0.430], [-1.082, 1.331, 3.511], [1.303, 2.131, 3.035], [1.182, -0.355, -0.410], [-0.921, -1.014, 0.849], [-2.803, -0.908, -3.202], [-3.013, 3.277, -1.901], [2.462, -4.085, 0.184], [-0.138, 0.094, 0.982], [0.057, 1.089, -1.792], [0.106, 0.143, 0.425], [0.189, 0.719, -0.851], [-1.071, -1.193, -0.184], [1.007, 0.377, -0.856], [-0.876, 0.639, -0.933], [0.035, 0.942, 1.573]], "nbo_charge": [0.553, -0.658, -0.388, 0.273, -0.651, -0.179, 0.206, -0.333, 0.208, 0.249, 0.255, 0.198, 0.477, 0.255, 0.292, 0.243]}



{"formula": "C5H8NP", "method": "ωB97M-V/def2-TZVPD", "orbital_gap_ev": [7.0, 7.0], "relative_energy_kj_mol": 604.29, "energy_ha": -591.172334, "fmax_ev_per_a": 4.45, "e_lumo_ev": [0.13, 0.13], "species": ["P", "N", "C", "C", "C", "C", "C", "H", "H", "H", "H", "H", "H", "H", "H"], "coordinates": [[-0.451, -1.849, -0.413], [-0.167, -0.372, 1.752], [0.078, -0.139, -2.549], [-0.561, -1.557, 1.298], [0.049, -0.452, -1.035], [0.388, 0.616, 1.344], [0.489, 2.013, 1.626], [1.557, 2.280, 1.817], [0.929, -0.683, -3.105], [-0.686, -2.434, 1.883], [0.223, 0.958, -2.524], [-1.168, -2.978, -0.444], [-0.058, 2.266, 2.596], [0.161, 2.696, 0.799], [-0.782, -0.365, -3.047]], "atomic_forces_ev_per_a": [[0.813, 2.207, 2.471], [0.432, -0.900, -0.698], [3.851, 0.886, 2.050], [-0.256, -0.201, 0.024], [-0.180, 0.226, -2.764], [-0.594, -1.644, 0.281], [0.589, 2.636, 0.615], [-0.694, -0.139, -0.205], [-1.047, 1.091, 0.907], [-0.078, -0.099, 1.118], [0.176, -0.535, -0.905], [-0.884, -1.713, -0.978], [0.407, -0.374, -1.399], [0.023, -0.802, 0.710], [-2.558, -0.641, -1.227]], "nbo_charge": [0.842, -0.285, -0.674, -0.572, -0.597, 0.430, -0.729, 0.238, 0.215, 0.213, 0.209, -0.002, 0.251, 0.261, 0.201]}



{"formula": "C5H8NP", "method": "ωB97M-V/def2-TZVPD", "orbital_gap_ev": 9.1, "relative_energy_kj_mol": 117.37, "energy_ha": -591.357790, "fmax_ev_per_a": 4.57, "e_lumo_ev": 0.43, "smiles": "CC1=P(C)=CN=C1", "species": ["P", "N", "C", "C", "C", "C", "C", "H", "H", "H", "H", "H", "H", "H", "H"], "coordinates": [[-0.410, -0.553, 1.254], [2.090, -0.284, 0.573], [1.451, 0.800, 0.096], [-1.054, -1.561, -0.169], [0.122, 0.839, 0.311], [-0.812, 1.733, -0.538], [1.452, -1.118, 1.215], [-1.744, 1.068, -0.783], [-1.073, 2.664, -0.124], [1.908, 1.583, -0.532], [-1.353, -2.488, 0.208], [1.896, -2.026, 1.552], [-0.340, -1.646, -0.955], [-1.922, -1.017, -0.618], [-0.212, 2.007, -1.489]], "atomic_forces_ev_per_a": [[0.740, -1.057, 0.744], [4.469, 0.674, -0.689], [-1.825, 1.768, -0.798], [-0.600, 2.019, -0.261], [-0.507, 1.297, -1.577], [0.799, -2.415, -1.565], [-3.771, -0.620, 0.418], [1.569, 1.700, 0.149], [-0.681, 0.945, 0.913], [0.326, -0.777, 0.430], [-0.575, -1.505, 0.328], [0.139, -0.567, 0.529], [0.723, -0.247, -0.487], [0.460, -0.563, 0.602], [-1.266, -0.652, 1.264]], "nbo_charge": [0.681, -0.432, -0.055, -0.876, -0.319, -0.627, -0.102, 0.213, 0.223, 0.200, 0.228, 0.195, 0.227, 0.227, 0.217]}



{"formula": "C5H8O", "method": "ωB97M-V/def2-TZVPD", "charge": -1, "orbital_gap_ev": [4.4, 5.9], "relative_energy_kj_mol": 50.23, "energy_ha": -270.455260, "multiplicity": 2, "fmax_ev_per_a": 1.12, "e_lumo_ev": [4.27, 4.20], "species": ["O", "C", "C", "C", "C", "C", "H", "H", "H", "H", "H", "H", "H", "H"], "coordinates": [[-0.192, -1.116, -1.622], [-0.900, 1.056, -1.088], [0.868, -1.430, 1.228], [-0.989, 2.220, -0.344], [0.753, -0.156, 0.420], [-0.111, -0.040, -0.667], [-0.210, 2.355, 0.391], [0.707, -1.272, 2.302], [0.087, -1.909, -1.154], [1.472, 0.620, 0.676], [0.064, -2.110, 0.938], [-1.634, 0.751, -1.830], [1.825, -1.971, 1.120], [-1.739, 3.003, -0.370]], "atomic_forces_ev_per_a": [[-0.577, -0.331, 0.489], [-0.352, -0.511, 0.932], [0.092, 0.052, -0.524], [0.373, 0.258, -0.097], [0.405, -0.310, 0.187], [0.390, 0.299, -0.775], [-0.053, 0.097, 0.339], [0.126, 0.107, 0.088], [0.159, 0.062, -0.048], [-0.495, 0.341, 0.154], [-0.016, -0.258, -0.041], [0.130, 0.468, -0.300], [-0.096, -0.071, 0.083], [-0.087, -0.204, -0.488]], "nbo_charge": [-0.756, -0.332, -0.623, -0.608, -0.543, 0.212, 0.171, 0.176, 0.453, 0.171, 0.176, 0.183, 0.159, 0.161]}



{"formula": "C5H8O", "method": "ωB97M-V/def2-TZVPD", "orbital_gap_ev": 11.2, "relative_energy_kj_mol": 110.03, "energy_ha": -270.515984, "fmax_ev_per_a": 0.29, "e_lumo_ev": 1.17, "smiles": "C1C[C@@H]2O[C@@H]2C1", "species": ["O", "C", "C", "C", "C", "C", "H", "H", "H", "H", "H", "H", "H", "H"], "coordinates": [[-1.297, 0.999, 0.841], [-1.162, -0.384, 0.521], [-0.702, -0.602, -0.905], [0.734, -0.016, -0.977], [1.080, 0.577, 0.417], [-0.130, 0.313, 1.288], [1.968, 0.101, 0.847], [-0.028, 0.225, 2.369], [-1.892, -1.050, 0.980], [0.813, 0.742, -1.761], [1.277, 1.654, 0.366], [1.448, -0.806, -1.233], [-0.721, -1.667, -1.163], [-1.385, -0.087, -1.590]], "atomic_forces_ev_per_a": [[-0.098, 0.171, -0.030], [-0.038, -0.270, -0.093], [-0.016, -0.025, 0.020], [0.032, 0.038, -0.077], [0.013, -0.004, 0.026], [0.263, -0.063, 0.111], [-0.143, 0.059, -0.043], [-0.038, 0.003, -0.197], [0.092, 0.153, -0.067], [-0.023, -0.103, 0.132], [-0.022, -0.156, 0.024], [-0.113, 0.140, 0.025], [0.011, 0.151, 0.085], [0.081, -0.094, 0.085]], "nbo_charge": [-0.498, 0.051, -0.433, -0.400, -0.433, 0.051, 0.210, 0.192, 0.192, 0.212, 0.220, 0.207, 0.210, 0.220]}



{"formula": "C5H8O", "method": "ωB97M-V/def2-TZVPD", "orbital_gap_ev": 10.4, "relative_energy_kj_mol": 230.54, "energy_ha": -270.470084, "fmax_ev_per_a": 0.38, "e_lumo_ev": 0.98, "smiles": "CC=C=CCO", "species": ["O", "C", "C", "C", "C", "C", "H", "H", "H", "H", "H", "H", "H", "H"], "coordinates": [[1.022, 1.888, -0.221], [-0.368, -1.198, 0.538], [-0.552, -0.422, -0.492], [0.997, 1.149, -1.427], [-0.247, 0.287, -1.547], [-0.756, -1.098, 1.977], [0.099, 2.043, 0.023], [0.292, -2.023, 0.282], [1.081, 1.819, -2.293], [0.089, -0.654, 2.518], [1.878, 0.489, -1.413], [-0.772, 0.196, -2.492], [-1.638, -0.483, 2.163], [-0.920, -2.105, 2.369]], "atomic_forces_ev_per_a": [[-0.126, 0.109, 0.115], [0.063, 0.017, -0.237], [0.288, -0.203, 0.047], [0.084, -0.075, -0.365], [-0.019, -0.144, 0.047], [-0.056, -0.002, 0.051], [0.201, 0.064, 0.018], [0.003, -0.212, 0.141], [-0.011, -0.067, 0.064], [-0.161, -0.107, 0.042], [-0.150, 0.251, -0.053], [-0.103, 0.230, 0.121], [0.065, -0.058, -0.115], [-0.079, 0.198, 0.125]], "nbo_charge": [-0.712, -0.256, 0.084, -0.078, -0.324, -0.635, 0.468, 0.218, 0.165, 0.227, 0.179, 0.225, 0.220, 0.218]}



{"formula": "C5H8O", "method": "ωB97M-V/def2-TZVPD", "orbital_gap_ev": 9.0, "relative_energy_kj_mol": 354.01, "energy_ha": -270.423059, "fmax_ev_per_a": 1.69, "e_lumo_ev": 1.12, "smiles": "C1C[C@@H]2C[C@@H]2O1", "species": ["O", "C", "C", "C", "C", "C", "H", "H", "H", "H", "H", "H", "H", "H"], "coordinates": [[0.895, 1.220, -0.545], [-0.387, 0.893, -0.912], [1.082, 0.775, 0.841], [0.355, -0.533, 0.949], [-0.712, -0.948, -1.219], [-0.920, -0.155, -0.024], [-2.005, 0.017, 0.153], [0.258, -1.417, -1.333], [1.021, -1.327, 0.532], [0.596, 1.480, 1.520], [-1.537, -1.618, -1.497], [0.101, -0.861, 1.958], [2.159, 0.749, 1.004], [-0.904, 1.726, -1.428]], "atomic_forces_ev_per_a": [[0.205, -0.400, 0.219], [-0.115, -1.201, -0.430], [0.034, 0.460, -0.208], [-0.946, 0.394, -0.214], [0.109, 0.702, -1.183], [0.831, -0.612, 1.341], [0.923, -0.579, 1.051], [-0.095, 0.201, -0.025], [-1.092, 0.447, -0.041], [0.241, 0.324, -0.110], [0.107, 0.952, -0.845], [-0.104, 0.423, 0.076], [-0.100, -0.002, 0.045], [0.001, -1.109, 0.323]], "nbo_charge": [-0.514, 0.151, -0.082, -0.416, -0.468, -0.330, 0.235, 0.194, 0.209, 0.171, 0.211, 0.225, 0.198, 0.214]}



Question: What is the formula in the third record?
Answer: C5H8NP